[1]
55
Properties=species:S:1:pos:R:3:lowdin_charge:R:1 method="wB97M-V/def2-TZVPD" molar_mass_g_mol=409.51 max_force_ev_per_a=1.3 smiles="O=C(NCc1ccc2c(c1)OCO2)C1CCN(S(=O)(=O)N2CCCCC2)CC1" relative_energy_kcal_mol=35.4 e_homo_ev=-8.07 orbital_gap_ev=8.73
O -2.385 -3.822 -0.333 0.06
C -1.580 -2.974 -0.009 -0.48
N -1.807 -2.068 0.964 0.08
C -3.095 -1.934 1.610 -0.12
C -3.789 -0.665 1.186 -0.21
C -4.202 0.272 2.119 -0.04
C -4.834 1.456 1.743 0.01
C -5.021 1.664 0.400 -0.21
C -4.601 0.728 -0.547 -0.19
C -3.987 -0.442 -0.181 0.06
O -4.906 1.185 -1.803 0.04
C -5.547 2.428 -1.617 -0.16
O -5.602 2.728 -0.240 0.03
C -0.203 -2.850 -0.664 -0.21
C 0.906 -3.026 0.382 -0.13
C 2.272 -2.712 -0.222 -0.19
N 2.293 -1.374 -0.786 -0.23
S 2.255 -0.169 0.373 0.65
O 3.209 -0.537 1.376 -0.26
O 0.925 0.137 0.829 -0.27
N 2.754 1.093 -0.587 -0.24
C 4.152 1.013 -0.969 -0.20
C 5.088 1.544 0.117 -0.18
C 4.675 2.960 0.515 -0.20
C 3.215 2.957 0.963 -0.17
C 2.335 2.414 -0.161 -0.20
C 1.323 -1.211 -1.850 -0.18
C -0.107 -1.501 -1.393 -0.13
H -1.132 -1.337 1.136 0.13
H -3.680 -2.808 1.304 0.13
H -2.964 -1.953 2.696 0.12
H -4.038 0.082 3.169 0.11
H -5.159 2.180 2.471 0.12
H -3.675 -1.168 -0.913 0.13
H -4.983 3.215 -2.144 0.14
H -6.569 2.381 -2.026 0.14
H -0.122 -3.658 -1.399 0.15
H 0.754 -2.346 1.221 0.10
H 0.889 -4.050 0.761 0.13
H 2.523 -3.415 -1.021 0.13
H 3.048 -2.744 0.544 0.12
H 4.354 -0.038 -1.177 0.11
H 4.271 1.591 -1.891 0.13
H 6.114 1.532 -0.252 0.11
H 5.018 0.886 0.983 0.10
H 5.315 3.323 1.321 0.11
H 4.792 3.632 -0.339 0.11
H 2.890 3.964 1.230 0.11
H 3.101 2.309 1.835 0.12
H 1.298 2.322 0.163 0.11
H 2.382 3.073 -1.036 0.13
H 1.615 -1.888 -2.659 0.13
H 1.408 -0.181 -2.199 0.12
H -0.416 -0.693 -0.730 0.09
H -0.772 -1.507 -2.259 0.13

[2]
15
Properties=species:S:1:pos:R:3:lowdin_charge:R:1 method="wB97M-V/def2-TZVPD" molar_mass_g_mol=114.12 max_force_ev_per_a=8.5 relative_energy_kcal_mol=131.1 e_homo_ev=-8.30 orbital_gap_ev=7.94
C -0.339 -1.808 2.071 -0.08
C -0.052 -0.831 1.036 -0.56
C -0.263 0.881 -0.261 -0.26
C -0.555 2.520 -0.434 -0.04
C 0.291 -0.088 -1.058 -0.35
H -0.394 -2.846 1.239 0.15
H 0.503 -1.768 2.862 0.08
H -1.598 -1.644 2.506 0.17
H -1.621 2.701 0.251 0.13
H -0.446 2.974 -1.539 0.09
H 0.070 3.080 0.233 0.01
H 1.711 -1.705 0.046 0.35
N -0.545 0.442 0.994 0.12
N 0.429 -1.127 -0.147 0.07
F 0.899 -0.005 -2.184 0.13

[3]
28
Properties=species:S:1:pos:R:3:lowdin_spin:R:1 method="wB97M-V/def2-TZVPD" multiplicity=6 molar_mass_g_mol=456.48 max_force_ev_per_a=5.6 total_charge=+3 e_homo_ev="-18.90 / -18.89" orbital_gap_ev="7.41 / 5.14"
C 2.663 0.044 0.258 0.00
N 1.486 -0.845 0.422 0.00
C 0.802 -1.156 -0.838 0.00
C -0.591 -0.453 -1.019 0.02
C -0.524 1.048 -1.528 0.01
C -0.079 2.135 -0.467 0.00
O 0.109 1.663 0.888 0.00
S -1.151 0.741 1.461 0.00
O -2.420 1.584 1.678 -0.01
O -0.760 0.244 2.789 0.00
C -1.558 -0.578 0.261 0.10
P -1.682 -2.301 1.023 0.45
O -0.312 -2.742 1.805 0.18
Br -1.911 -3.694 -0.731 0.22
H 3.162 -0.030 -0.736 0.00
H 2.445 1.122 0.434 0.00
H 3.423 -0.287 1.005 0.00
H 1.868 -1.728 0.756 0.00
H 1.427 -0.849 -1.719 0.00
H 0.636 -2.252 -0.976 0.00
H -1.121 -1.017 -1.827 0.00
H -1.518 1.325 -1.947 0.00
H 0.198 1.057 -2.379 0.00
H 0.908 2.536 -0.803 0.00
H -0.800 3.037 -0.568 0.00
H -2.585 -0.336 -0.125 0.00
H 0.112 -1.992 2.282 0.00
Sm -2.225 3.724 0.601 4.01

[4]
18
Properties=species:S:1:pos:R:3:lowdin_charge:R:1 method="wB97M-V/def2-TZVPD" molar_mass_g_mol=88.15 max_force_ev_per_a=1.5 smiles="CCC(C)=O.C" relative_energy_kcal_mol=40.9 e_homo_ev=-9.29 orbital_gap_ev=10.19
C 1.632 -0.794 -1.115 -0.05
C 0.055 -0.878 -0.683 -0.13
C 0.368 0.320 0.116 -0.66
C 0.867 -0.005 1.504 -0.01
O 0.336 1.445 -0.338 0.02
H 1.625 -0.485 -2.155 0.08
H 2.295 -0.034 -0.638 0.10
H 2.122 -1.736 -0.926 0.07
H -0.614 -0.731 -1.543 0.12
H -0.302 -1.767 -0.115 0.13
H 1.702 0.648 1.755 0.09
H 0.021 0.211 2.158 0.09
H 1.155 -1.053 1.646 0.09
C -2.263 0.983 0.071 -0.04
H -1.863 1.640 0.849 0.04
H -3.282 0.682 0.277 0.03
H -2.163 1.496 -0.890 0.05
H -1.691 0.058 0.027 -0.01

[5]
20
Properties=species:S:1:pos:R:3:lowdin_charge:R:1 method="wB97M-V/def2-TZVPD" molar_mass_g_mol=120.15 max_force_ev_per_a=0.6 relative_energy_kcal_mol=152.2 e_homo_ev="-7.34 / -7.34" orbital_gap_ev="7.02 / 7.02"
C 0.383 -0.290 -1.228 -0.37
C -1.430 -0.515 -0.371 -0.28
C 0.609 0.930 -0.600 0.11
C -2.338 0.683 -0.431 -0.07
N 2.366 0.192 1.577 -0.11
N -1.195 -1.056 0.868 0.09
O 2.716 0.146 0.210 -0.34
O 1.044 -1.374 -0.773 -0.07
H 1.881 -0.899 -0.303 0.04
H 0.129 -0.303 -2.288 0.13
H -1.646 -1.277 -1.114 0.13
H 2.607 -0.705 1.999 0.07
H 2.964 0.891 2.012 0.06
H -0.961 -0.392 1.597 0.10
H -0.524 -1.817 0.846 0.10
H 0.409 1.851 -1.137 0.10
H 0.724 0.982 0.473 0.05
H -2.330 1.129 -1.426 0.08
H -3.363 0.378 -0.202 0.08
H -2.044 1.446 0.292 0.08

[6]
15
Properties=species:S:1:pos:R:3:lowdin_charge:R:1 method="wB97M-V/def2-TZVPD" molar_mass_g_mol=224.07 max_force_ev_per_a=4.3 smiles="Cc1nc(Cl)c([N+]([O-])=S)c(Cl)n1" e_homo_ev="-9.48 / -9.48" orbital_gap_ev="8.10 / 8.11"
C 2.830 0.038 -0.030 -0.01
C 1.325 -0.025 -0.127 -0.38
N 0.688 -1.205 -0.321 0.12
C -0.619 -1.182 -0.098 -0.67
Cl -1.385 -2.701 -0.204 0.73
C -1.333 0.021 0.039 -0.28
N -2.792 0.149 0.182 -0.73
O -3.191 0.806 1.096 -0.04
S -3.663 -0.583 -0.981 0.74
C -0.577 1.142 0.188 -0.63
Cl -1.312 2.708 0.375 0.77
N 0.733 1.115 0.138 0.11
H 2.952 -0.758 0.694 0.08
H 3.025 -0.542 -1.024 0.12
H 3.318 1.017 0.073 0.09

Repeat the second record exactly.
15
Properties=species:S:1:pos:R:3:lowdin_charge:R:1 method="wB97M-V/def2-TZVPD" molar_mass_g_mol=114.12 max_force_ev_per_a=8.5 relative_energy_kcal_mol=131.1 e_homo_ev=-8.30 orbital_gap_ev=7.94
C -0.339 -1.808 2.071 -0.08
C -0.052 -0.831 1.036 -0.56
C -0.263 0.881 -0.261 -0.26
C -0.555 2.520 -0.434 -0.04
C 0.291 -0.088 -1.058 -0.35
H -0.394 -2.846 1.239 0.15
H 0.503 -1.768 2.862 0.08
H -1.598 -1.644 2.506 0.17
H -1.621 2.701 0.251 0.13
H -0.446 2.974 -1.539 0.09
H 0.070 3.080 0.233 0.01
H 1.711 -1.705 0.046 0.35
N -0.545 0.442 0.994 0.12
N 0.429 -1.127 -0.147 0.07
F 0.899 -0.005 -2.184 0.13